# 1
Molecular formula: C28H23BrF3N3O2PdSSb
Method: DFT, ωB97M-V/def2-TZVPD

Element x y z (Å)
C (-2.285, 0.425, 2.235)
Sb (1.891, -1.132, 1.803)
C (2.522, -2.614, 0.359)
N (0.065, 3.524, -2.069)
H (-0.509, 4.042, -1.421)
F (4.872, -2.966, 6.913)
C (-0.060, 2.227, -2.289)
C (4.929, -2.428, 4.643)
H (1.120, -1.727, 4.837)
C (4.542, 2.835, 0.621)
H (0.317, 4.850, -3.694)
C (4.621, 2.323, 1.906)
C (2.946, -3.318, -1.907)
H (2.815, -4.114, 1.906)
C (3.706, 2.281, -0.339)
F (5.261, 3.896, 0.292)
H (-3.838, 1.108, 3.567)
C (-4.184, -0.875, 2.786)
C (2.528, -2.355, -1.033)
H (2.297, 0.739, -0.768)
H (-5.122, -1.001, 3.313)
H (2.242, -1.389, -1.430)
O (-0.665, -2.294, -0.039)
H (5.269, 2.796, 2.632)
C (4.223, -2.578, 5.832)
H (3.015, -3.150, -2.974)
H (3.678, 2.724, -1.326)
Pd (0.103, -0.083, 0.010)
C (3.058, 0.610, 1.269)
O (-2.465, -3.672, 0.067)
C (2.882, -1.777, 3.589)
H (5.993, -2.624, 4.628)
N (-1.851, -0.553, 1.459)
C (-2.527, -1.654, 1.325)
C (-3.724, -1.904, 1.968)
H (3.609, -5.847, 0.332)
H (1.700, 4.747, -2.606)
C (0.910, 4.171, -3.083)
H (2.502, 2.809, -3.780)
C (2.950, 1.172, -0.003)
C (3.864, 1.209, 2.231)
C (2.182, -1.927, 4.781)
N (0.704, 1.821, -3.289)
C (1.427, 2.960, -3.883)
H (2.351, -2.460, 6.864)
H (-4.258, -2.834, 1.839)
H (1.204, 3.036, -4.947)
C (3.292, -4.871, -0.016)
C (4.251, -2.026, 3.508)
C (-1.788, -2.684, 0.306)
C (3.322, -4.576, -1.391)
C (2.859, -3.899, 0.845)
H (3.915, 0.810, 3.237)
F (3.698, -5.489, -2.218)
H (0.190, -0.209, -3.311)
H (0.171, 0.580, -4.888)
H (1.724, 0.210, -4.134)
C (0.699, 0.523, -3.934)
C (2.859, -2.332, 5.917)
Br (-1.101, 1.914, 2.252)
S (-1.173, 1.243, -1.379)
H (4.791, -1.899, 2.577)
C (-3.474, 0.311, 2.935)

Values from the calculation:
lowest unoccupied orbital energy (alpha / beta) = -8.484 / -12.420 eV
charge = +3
gap between HOMO and LUMO (alpha / beta) = 8.1 / 4.2 eV
HOMO level (alpha / beta) = -16.622 / -16.628 eV
multiplicity = 5

Results of the Mulliken charge analysis, in e, for atoms 1 through 2:
1. C 0.00
2. Sb 1.45


# 2
Molecular formula: C12H14BCoN6O4S
Method: DFT, ωB97M-V/def2-TZVPD

Element x y z (Å)
H (-1.571, -2.154, 0.373)
N (-0.362, 1.939, 2.032)
C (5.584, -2.966, 2.455)
H (5.727, -2.001, -0.817)
O (2.247, -1.491, 1.838)
N (-1.729, -1.167, 0.184)
O (0.731, 2.034, 1.440)
C (6.094, -2.764, 1.178)
H (3.041, 0.345, -1.918)
C (3.569, -1.969, 1.796)
H (0.886, 3.827, -1.322)
N (-3.001, 0.946, 2.826)
S (0.395, 0.965, -1.796)
N (-1.000, 0.825, 1.583)
H (5.111, 1.394, -1.851)
C (4.246, 3.344, -1.484)
C (1.844, 1.957, -1.638)
H (-3.928, 0.595, 3.016)
H (3.884, -2.726, 3.785)
O (-0.801, 2.692, 2.850)
H (-2.187, -1.083, -0.720)
C (4.073, -1.762, 0.544)
C (-2.222, 0.414, 1.915)
O (3.091, -1.136, -0.248)
H (3.029, 5.080, -1.159)
C (4.295, -2.570, 2.796)
C (5.341, -2.150, 0.184)
H (-3.481, -1.116, 1.336)
B (2.020, -1.015, 0.586)
H (6.204, -3.449, 3.198)
C (1.835, 3.320, -1.420)
H (-2.673, 1.755, 3.335)
C (4.223, 1.994, -1.714)
C (3.035, 4.011, -1.337)
H (5.191, 3.865, -1.427)
H (7.097, -3.097, 0.952)
Co (0.262, 0.067, 0.269)
N (3.042, 1.352, -1.784)
N (-2.597, -0.657, 1.179)

Values from the calculation:
lowest unoccupied orbital energy (alpha / beta) = -6.677 / -8.456 eV
charge = +2
gap between HOMO and LUMO (alpha / beta) = 7.6 / 5.8 eV
HOMO level (alpha / beta) = -14.290 / -14.258 eV
multiplicity = 5

Results of the Mulliken charge analysis, in e, for atoms 1 through 2:
1. H 0.31
2. N 1.38


# 3
Molecular formula: C52H44Cl3N6O2Re
Method: DFT, ωB97M-V/def2-TZVPD

Element x y z (Å)
H (-4.014, 5.826, -2.859)
C (-2.102, -1.755, 3.111)
C (1.114, -7.211, 2.359)
C (2.926, -0.861, -0.111)
Re (-0.194, -0.195, -0.348)
C (3.370, 0.410, -0.461)
H (0.575, 4.189, -3.526)
Cl (-2.133, -4.254, -3.276)
C (-0.480, -2.390, 1.717)
H (-0.414, 2.703, 3.978)
C (-1.545, -0.616, 2.463)
C (-1.290, 2.795, 5.918)
C (-1.741, 0.753, 2.786)
C (-1.127, 4.138, -2.196)
C (-0.082, 1.052, -3.668)
C (3.766, -1.921, 0.296)
H (-3.090, 4.236, -1.296)
H (-4.730, -1.248, -1.168)
H (-2.667, 6.646, -4.773)
C (-2.242, 5.952, -4.061)
N (1.596, -1.243, -0.028)
H (-3.658, 0.691, 7.081)
C (0.842, -6.265, 3.339)
C (-0.585, 3.108, -1.269)
H (-3.475, -0.172, 4.836)
H (4.841, -1.884, 0.339)
C (1.091, -5.482, 0.691)
N (-1.103, 1.500, 0.506)
H (-4.827, 0.884, -1.173)
H (1.849, 4.355, -2.125)
H (-3.437, 1.937, -0.927)
H (5.469, -0.700, -1.823)
C (-2.193, 2.234, 6.806)
C (-1.608, 1.688, 1.801)
C (1.862, 3.350, -1.740)
H (8.584, 1.582, 0.016)
C (5.782, 0.051, -1.106)
H (-0.362, 5.786, -5.079)
C (0.720, 2.588, -1.346)
H (-2.647, 1.165, -2.839)
H (0.891, 1.493, -3.484)
C (-2.450, 4.597, -2.084)
C (2.959, -2.953, 0.661)
H (-1.673, -3.883, 2.845)
C (-2.992, 5.495, -2.989)
H (3.244, -3.915, 1.054)
H (-3.289, -2.150, -1.597)
H (0.752, -1.288, -4.211)
C (-1.611, -0.693, -3.199)
O (-2.033, -3.696, 0.063)
C (0.797, -1.049, -3.142)
Cl (-1.243, -6.082, -1.252)
H (-1.653, -0.736, -4.292)
C (-2.783, 0.097, -2.664)
H (1.749, -0.562, -2.930)
O (-0.680, -2.248, -1.019)
H (-2.924, -1.757, 3.797)
C (-1.964, 1.228, 4.186)
C (-1.470, -2.849, 2.621)
H (-0.848, 1.803, -3.556)
H (1.202, -5.173, -0.340)
C (7.128, 0.356, -0.973)
C (-0.953, 5.472, -4.227)
C (-1.951, 3.635, 0.739)
N (-2.961, -0.097, -1.222)
H (-1.654, -1.707, -2.837)
C (6.586, 2.024, 0.666)
N (-0.305, -0.113, -2.788)
C (-1.254, 2.711, -0.117)
H (3.988, 2.899, -1.558)
C (-1.296, -3.369, -0.834)
C (1.623, -2.500, 0.530)
H (-2.187, 4.656, 0.491)
H (-0.661, 3.620, 6.227)
C (-0.411, 4.576, -3.320)
H (7.860, -0.176, -1.566)
C (-3.660, -1.363, -0.956)
H (-3.689, -0.202, -3.209)
H (-3.533, -1.663, 0.080)
C (4.823, 0.731, -0.358)
H (1.474, -7.544, 0.269)
C (-2.113, 3.028, 1.924)
Cl (0.668, -4.374, -2.547)
H (0.717, -1.964, -2.574)
C (-2.842, 0.652, 5.109)
N (1.106, 1.377, -0.821)
H (6.896, 2.791, 1.364)
H (-0.098, 0.693, -4.702)
C (0.774, -4.532, 1.661)
H (-2.595, 3.429, 2.801)
C (2.955, 2.627, -1.417)
H (1.228, -8.254, 2.629)
C (2.505, 1.397, -0.857)
C (-1.174, 2.293, 4.631)
C (-0.990, -4.479, -1.921)
H (-2.292, 2.626, 7.810)
C (0.674, -4.934, 2.994)
H (4.502, 2.247, 1.125)
C (5.239, 1.724, 0.527)
C (-2.959, 1.152, 6.396)
C (7.534, 1.342, -0.085)
C (-3.837, 0.957, -0.707)
C (1.249, -6.815, 1.037)
H (0.510, -4.192, 3.766)
H (0.774, -6.563, 4.378)
H (-3.959, 0.848, 0.371)
N (-0.638, -1.006, 1.514)
C (0.578, -3.120, 1.249)

Values from the calculation:
lowest unoccupied orbital energy (alpha / beta) = -3.960 / -4.071 eV
charge = +1
gap between HOMO and LUMO (alpha / beta) = 5.4 / 5.6 eV
HOMO level (alpha / beta) = -9.323 / -9.624 eV
multiplicity = 2

Results of the Mulliken charge analysis, in e, for atoms 1 through 2:
1. H 0.43
2. C -1.33


no.,E_tot (a.u.)
1,-5034.30829
2,-2900.37544
3,-3945.62079